# 1
DFT (the ωB97M-V functional and the def2-TZVPD basis) results for a cluster of 12 separate species, C44H72O13S5 in total in a non-equilibrium geometry.

CARTESIAN COORDINATES (ANGSTROEM)
1 C 1.165 -6.801 4.263
2 S 1.822 -5.774 2.862
3 O 3.221 -6.324 2.527
4 C 1.907 -4.368 4.012
5 H 1.799 -7.008 5.125
6 H 1.107 -7.829 3.905
7 H 0.196 -6.450 4.617
8 H 2.853 -4.501 4.537
9 H 1.098 -4.349 4.742
10 H 1.733 -3.443 3.462
11 C -2.061 -4.800 -4.914
12 S -1.949 -2.981 -4.876
13 O -1.368 -2.704 -3.518
14 C -0.402 -3.041 -5.933
15 H -1.912 -5.069 -5.960
16 H -3.068 -5.096 -4.621
17 H -1.351 -5.446 -4.397
18 H 0.344 -3.417 -5.233
19 H -0.042 -2.029 -6.122
20 H -0.452 -3.668 -6.824
21 C 3.825 -0.892 -2.543
22 S 5.388 -0.108 -1.942
23 O 6.479 -1.051 -2.418
24 C 5.405 1.057 -3.383
25 H 3.117 -0.068 -2.631
26 H 3.498 -1.618 -1.799
27 H 3.801 -1.367 -3.524
28 H 4.758 1.934 -3.399
29 H 5.275 0.661 -4.390
30 H 6.319 1.646 -3.303
31 C -0.108 1.993 -0.151
32 S -0.240 0.607 1.105
33 O -1.748 0.309 1.258
34 C 0.660 -0.723 0.143
35 H -0.220 1.607 -1.164
36 H 0.929 2.329 -0.128
37 H -0.901 2.652 0.201
38 H 1.717 -0.540 0.333
39 H 0.427 -0.776 -0.920
40 H 0.504 -1.684 0.634
41 C -0.420 -4.296 0.162
42 S -2.179 -4.326 0.857
43 O -2.136 -5.604 1.722
44 C -2.237 -2.881 2.014
45 H 0.380 -4.112 0.879
46 H -0.212 -3.470 -0.519
47 H -0.287 -5.240 -0.366
48 H -3.142 -2.974 2.615
49 H -2.109 -2.024 1.353
50 H -1.232 -2.982 2.424
51 C -5.937 2.352 4.621
52 C -5.055 1.444 4.108
53 C -5.171 1.204 2.761
54 C -6.208 1.790 1.988
55 C -7.009 2.777 2.570
56 C -6.858 3.120 3.905
57 H -5.906 2.616 5.668
58 H -4.248 1.112 4.744
59 H -4.513 0.494 2.284
60 H -6.542 1.505 1.001
61 H -7.938 3.094 2.118
62 H -7.347 3.926 4.432
63 C 1.270 3.232 -3.878
64 C -0.078 3.528 -4.136
65 C -0.959 2.599 -4.640
66 C -0.584 1.325 -4.885
67 C 0.803 1.044 -4.703
68 C 1.777 1.933 -4.213
69 H 1.895 3.963 -3.388
70 H -0.519 4.487 -3.906
71 H -2.006 2.847 -4.734
72 H -1.168 0.469 -5.188
73 H 1.196 0.048 -4.844
74 H 2.761 1.787 -3.792
75 C 4.012 2.710 1.158
76 C 2.887 2.733 2.011
77 C 1.888 3.708 1.912
78 C 2.036 4.629 0.942
79 C 3.037 4.560 0.035
80 C 4.100 3.629 0.139
81 H 4.660 1.846 1.151
82 H 2.783 1.937 2.733
83 H 1.000 3.788 2.521
84 H 1.438 5.529 0.966
85 H 3.158 5.351 -0.690
86 H 4.935 3.633 -0.545
87 O -2.433 8.464 -0.934
88 C -2.466 7.267 -0.566
89 O -3.338 6.874 0.287
90 C -3.332 5.493 0.464
91 C -1.958 5.117 -0.066
92 C -1.556 6.142 -1.052
93 H -4.114 5.051 -0.155
94 H -3.329 5.058 1.463
95 H -2.142 4.114 -0.451
96 H -1.308 5.094 0.808
97 H -1.849 5.740 -2.022
98 H -0.497 6.400 -1.069
99 O 2.297 -0.468 5.293
100 C 1.168 -0.073 5.114
101 O 0.218 -0.637 4.354
102 C -0.905 0.242 4.266
103 C -0.834 0.914 5.594
104 C 0.590 1.302 5.505
105 H -1.889 -0.165 4.034
106 H -0.762 1.072 3.574
107 H -1.010 0.246 6.436
108 H -1.575 1.708 5.694
109 H 1.011 1.530 6.484
110 H 0.825 2.034 4.732
111 O -4.518 3.040 -1.572
112 C -4.158 1.919 -1.795
113 O -3.821 1.382 -3.047
114 C -3.440 -0.006 -2.959
115 C -3.169 -0.306 -1.518
116 C -3.834 0.854 -0.699
117 H -2.521 -0.148 -3.528
118 H -4.301 -0.514 -3.395
119 H -2.126 -0.353 -1.203
120 H -3.592 -1.290 -1.318
121 H -3.254 1.385 0.057
122 H -4.796 0.544 -0.290
123 O 2.837 -3.929 -0.642
124 C 4.044 -4.196 -0.689
125 O 4.761 -3.748 -1.775
126 C 6.163 -4.260 -1.746
127 C 6.306 -4.647 -0.236
128 C 4.943 -5.042 0.274
129 H 6.940 -3.577 -2.088
130 H 6.129 -5.173 -2.341
131 H 6.591 -3.753 0.318
132 H 7.088 -5.393 -0.095
133 H 4.709 -4.925 1.332
134 H 4.667 -6.092 0.170

Results
- Gap between HOMO and LUMO: 8.7737 eV
- 2S+1: 1



# 2
DFT (the ωB97M-V functional and the def2-TZVPD basis) results for a cluster of 8 separate species, C44H74BFIN2O19P2 in total in a non-equilibrium geometry.

CARTESIAN COORDINATES (ANGSTROEM)
1 C -4.619 -0.675 1.735
2 C -3.795 0.302 0.894
3 O -4.374 0.522 -0.414
4 P -3.843 -0.474 -1.568
5 O -4.977 -0.762 -2.461
6 C -2.521 0.313 -2.514
7 C -1.503 0.944 -1.498
8 C -0.245 1.387 -2.224
9 P 1.305 1.788 -1.154
10 O 2.324 1.880 -2.598
11 I 0.830 4.345 -1.675
12 C 2.866 2.194 -0.107
13 C 2.956 3.485 0.691
14 F 3.697 4.477 0.043
15 B 1.709 -0.134 -1.113
16 O 0.779 -1.192 -1.063
17 N 3.158 -0.569 -1.194
18 C 3.291 -1.711 -0.258
19 C 3.453 -1.095 -2.546
20 C 0.271 1.789 0.535
21 C 0.474 0.795 1.473
22 C -0.213 0.796 2.686
23 C -1.084 1.856 2.864
24 C -1.190 2.817 1.888
25 N -0.553 2.838 0.721
26 O -3.253 -1.814 -0.892
27 C -4.016 -3.009 -1.195
28 C -3.410 -4.201 -0.453
29 H -5.671 -0.633 1.452
30 H -4.236 -1.693 1.688
31 H -4.556 -0.366 2.782
32 H -3.800 1.258 1.418
33 H -2.770 -0.058 0.831
34 H -2.999 1.146 -3.028
35 H -2.049 -0.412 -3.172
36 H -1.347 0.184 -0.729
37 H -2.057 1.766 -1.044
38 H -0.012 0.615 -2.973
39 H -0.502 2.263 -2.820
40 H 2.030 1.213 -3.229
41 H 3.008 1.383 0.613
42 H 3.745 2.159 -0.748
43 H 3.569 3.264 1.578
44 H 2.021 3.876 1.092
45 H 0.460 -1.374 -0.174
46 H 2.942 -2.649 -0.707
47 H 2.710 -1.574 0.656
48 H 4.337 -1.868 0.030
49 H 4.075 -0.353 -3.059
50 H 2.572 -1.282 -3.174
51 H 4.084 -1.982 -2.477
52 H 1.171 -0.018 1.370
53 H -0.047 0.010 3.403
54 H -1.660 1.942 3.781
55 H -1.863 3.658 2.073
56 H -3.993 -3.212 -2.261
57 H -5.039 -2.882 -0.851
58 H -4.192 -4.882 -0.159
59 H -2.734 -4.735 -1.122
60 H -2.855 -3.884 0.432
61 O 1.079 -1.863 2.431
62 C 1.674 -2.065 3.450
63 O 2.316 -1.082 4.109
64 C 3.031 -1.618 5.235
65 C 2.338 -2.935 5.552
66 C 1.872 -3.388 4.166
67 H 4.076 -1.756 4.949
68 H 2.985 -0.912 6.057
69 H 2.984 -3.648 6.061
70 H 1.470 -2.754 6.188
71 H 2.637 -3.961 3.640
72 H 0.942 -3.949 4.205
73 O 2.738 1.918 -6.097
74 C 1.787 2.625 -6.263
75 O 0.732 2.663 -5.425
76 C -0.293 3.517 -5.946
77 C 0.422 4.452 -6.909
78 C 1.546 3.563 -7.434
79 H -1.042 2.897 -6.446
80 H -0.766 4.048 -5.122
81 H -0.230 4.852 -7.684
82 H 0.846 5.293 -6.359
83 H 1.235 2.974 -8.298
84 H 2.445 4.128 -7.667
85 O -7.275 6.236 -0.031
86 C -6.890 5.104 0.033
87 O -5.726 4.684 -0.505
88 C -5.597 3.253 -0.357
89 C -6.510 2.893 0.802
90 C -7.618 3.933 0.670
91 H -5.904 2.778 -1.290
92 H -4.560 3.001 -0.160
93 H -6.860 1.863 0.766
94 H -5.983 3.036 1.748
95 H -8.409 3.605 -0.005
96 H -8.036 4.217 1.632
97 O -5.718 -5.766 -1.404
98 C -5.462 -6.854 -1.822
99 O -4.203 -7.360 -1.849
100 C -4.197 -8.637 -2.506
101 C -5.626 -9.148 -2.398
102 C -6.430 -7.851 -2.431
103 H -3.884 -8.491 -3.542
104 H -3.481 -9.290 -2.012
105 H -5.890 -9.855 -3.184
106 H -5.770 -9.645 -1.438
107 H -6.661 -7.537 -3.450
108 H -7.340 -7.914 -1.841
109 O 3.308 0.325 7.890
110 C 2.257 0.896 7.785
111 O 1.261 0.758 8.693
112 C 0.092 1.469 8.246
113 C 0.609 2.510 7.265
114 C 1.815 1.804 6.655
115 H -0.587 0.755 7.774
116 H -0.407 1.913 9.105
117 H -0.137 2.820 6.536
118 H 0.939 3.399 7.806
119 H 1.537 1.192 5.794
120 H 2.598 2.503 6.383
121 O 3.232 3.763 4.882
122 C 4.413 3.937 4.794
123 O 5.156 3.428 3.789
124 C 6.546 3.710 4.007
125 C 6.567 4.911 4.941
126 C 5.301 4.692 5.765
127 H 7.012 2.828 4.453
128 H 7.023 3.914 3.052
129 H 7.478 4.981 5.533
130 H 6.472 5.831 4.362
131 H 5.483 4.061 6.637
132 H 4.837 5.627 6.067
133 O 6.430 -4.840 -6.291
134 C 5.440 -4.175 -6.391
135 O 4.406 -4.255 -5.522
136 C 3.321 -3.418 -5.967
137 C 3.963 -2.385 -6.880
138 C 5.119 -3.175 -7.486
139 H 2.595 -4.043 -6.491
140 H 2.838 -2.959 -5.108
141 H 3.273 -1.972 -7.613
142 H 4.353 -1.558 -6.286
143 H 4.818 -3.721 -8.381
144 H 5.981 -2.548 -7.700

Results
- Gap between HOMO and LUMO: 5.6598 eV
- 2S+1: 1
- Charge: -1



Number 2 is which compound? C44H74BFIN2O19P2